ORCA calculation (ωB97M-V with the def2-TZVPD basis set) on a 2-piece molecular cluster, C10H16O overall at a distorted geometry.

Each atom is followed by the atoms it is bonded to, with distances in Å.
Positions of all 27 atoms, in Å:
1 C 0.42518 1.14498 2.34941  C2 1.454, H9 1.123, H10 1.115, H11 1.108
2 C 1.12538 0.50557 1.24748  C1 1.454, C3 1.427, C8 1.364
3 C 1.47227 -0.87263 1.38079  C2 1.427, C4 1.381, H12 1.140
4 C 2.15244 -1.55998 0.39534  C3 1.381, C5 1.414, H13 1.073
5 C 2.22062 -0.87916 -0.84265  C4 1.414, O6 1.426, C7 1.371
6 O 2.94388 -1.66013 -1.79139  C5 1.426, H14 0.929
7 C 1.89394 0.43947 -1.02397  C5 1.371, C8 1.407, H15 1.182
8 C 1.40796 1.15801 0.08382  C2 1.364, C7 1.407, H16 1.177
9 H 0.42120 2.25877 2.20340  C1 1.123
10 H 0.85754 1.00124 3.36712  C1 1.115
11 H -0.63697 0.83003 2.35196  C1 1.108
12 H 1.31040 -1.51361 2.30989  C3 1.140
13 H 2.80675 -2.41048 0.37906  C4 1.073
14 H 2.92440 -1.39434 -2.68095  O6 0.929
15 H 2.11975 0.89622 -2.09082  C7 1.182
16 H 1.20562 2.29619 0.30398  C8 1.177
17 C -2.62843 -1.16547 -0.30006  C18 1.587, H20 1.167, H21 1.036, H22 1.066
18 C -2.62170 0.42036 -0.35439  C17 1.587, C19 1.520, H23 1.153, H24 1.109
19 C -1.57309 0.75122 -1.40416  C18 1.520, H25 1.075, H26 1.104, H27 1.145
20 H -3.26294 -1.61224 -1.17218  C17 1.167
21 H -2.80203 -1.52262 0.65629  C17 1.036
22 H -1.67584 -1.54042 -0.59569  C17 1.066
23 H -3.67130 0.89576 -0.38332  C18 1.153
24 H -2.44896 0.87970 0.63971  C18 1.109
25 H -0.75047 0.05867 -1.41396  C19 1.075
26 H -2.07725 0.79945 -2.38527  C19 1.104
27 H -1.13836 1.79545 -1.22946  C19 1.145

Properties
Gap between HOMO and LUMO = 9.39 eV
2S+1 = 1
SMILES = Cc1ccc(O)cc1.CCC
LUMO = 0.87 eV
Energy relative to the best compared isomer or geometry (same formula, charge and spin) = 269.7 kJ/mol
Calculated total energy = -12674.9295 eV

natural (NBO) population analysis, charges in e, atoms 1 to 5: number 1, C, carries -0.620; number 2, C, carries -0.082; number 3, C, carries -0.180; number 4, C, carries -0.255; number 5, C, carries 0.287

=====

ORCA calculation (ωB97M-V with the def2-TZVPD basis set) on a 2-piece molecular cluster, C10H16O overall at a distorted geometry.

Each atom is followed by the atoms it is bonded to, with distances in Å.
Positions of all 27 atoms, in Å:
1 C 1.45647 2.62553 0.84598  C2 1.520, H10 1.125, H11 1.083, H12 1.098
2 C 1.80255 1.17087 1.11936  C1 1.520, C3 1.518, H13 1.095, H14 1.117
3 C 1.79323 0.24709 -0.08539  C2 1.518, C4 1.366, C9 1.410
4 C 0.62539 -0.11267 -0.69688  C3 1.366, C5 1.405, H15 1.102
5 C 0.61366 -0.88741 -1.86889  C4 1.405, C6 1.391, H16 1.110
6 C 1.81974 -1.40342 -2.33036  C5 1.391, O7 1.369, C8 1.421
7 O 1.91095 -2.39179 -3.27373  C6 1.369, H17 0.961
8 C 3.05968 -1.15007 -1.68492  C6 1.421, C9 1.374, H18 1.088
9 C 2.98423 -0.28410 -0.62050  C3 1.410, C8 1.374, H19 1.114
10 H 1.06390 3.04505 1.81336  C1 1.125
11 H 0.73242 2.75643 0.05152  C1 1.083
12 H 2.35258 3.19726 0.57150  C1 1.098
13 H 2.81840 1.11607 1.52472  C2 1.095
14 H 1.26815 0.64205 1.94516  C2 1.117
15 H -0.34279 0.17467 -0.25711  C4 1.102
16 H -0.33654 -1.19945 -2.35015  C5 1.110
17 H 1.28920 -2.27124 -3.99588  O7 0.961
18 H 4.02548 -1.59870 -1.90702  C8 1.088
19 H 3.89584 -0.01548 -0.03973  C9 1.114
20 C -4.11723 -0.87443 2.07336  C21 1.528, H22 1.118, H23 1.119, H24 1.084
21 C -4.08900 -0.10429 0.75451  C20 1.528, H25 1.075, H26 1.080, H27 1.117
22 H -3.05696 -1.13510 2.31587  C20 1.118
23 H -4.50945 -0.26696 2.92733  C20 1.119
24 H -4.78330 -1.72731 2.01313  C20 1.084
25 H -3.87015 -0.73539 -0.08829  C21 1.075
26 H -5.01970 0.43665 0.66832  C21 1.080
27 H -3.38675 0.74613 0.57471  C21 1.117

Properties
Gap between HOMO and LUMO = 9.24 eV
2S+1 = 1
SMILES = CCc1ccc(O)cc1.CC
LUMO = 0.81 eV
Energy relative to the best compared isomer or geometry (same formula, charge and spin) = 142.0 kJ/mol
Calculated total energy = -12676.2537 eV

natural (NBO) population analysis, charges in e, atoms 1 to 5: number 1, C, carries -0.607; number 2, C, carries -0.420; number 3, C, carries -0.064; number 4, C, carries -0.178; number 5, C, carries -0.293

=====

ORCA calculation (ωB97M-V with the def2-TZVPD basis set) on one molecule with the formula C10H16O at a distorted geometry.

Each atom is followed by the atoms it is bonded to, with distances in Å.
Positions of all 27 atoms, in Å:
1 C -1.48278 1.55105 0.44517  C2 1.455, H12 1.085, H13 1.095, H14 1.033
2 C -1.57656 0.56934 1.51433  C1 1.455, O3 1.348, C4 1.361
3 O -1.11009 0.80943 2.75565  C2 1.348, H15 0.995
4 C -2.09790 -0.68615 1.44731  C2 1.361, C5 1.454, H16 1.079
5 C -2.52908 -1.16786 0.14504  C4 1.454, C6 1.354, H17 1.064
6 C -1.85255 -1.30621 -1.01992  C5 1.354, C7 1.475, H18 1.121
7 C -0.49252 -0.88710 -1.40755  C6 1.475, C8 1.317, H19 1.113
8 C 0.39679 -0.64248 -0.46799  C7 1.317, C9 1.517, H20 1.128
9 C 1.90154 -0.47784 -0.57294  C8 1.517, C10 1.493, C11 1.534, H21 1.129
10 C 2.40346 0.28011 -1.75706  C9 1.493, H22 1.111, H23 1.113, H24 1.120
11 C 2.43268 0.12395 0.73436  C9 1.534, H25 1.146, H26 1.088, H27 1.110
12 H -1.21257 1.15387 -0.52733  C1 1.085
13 H -0.81852 2.33274 0.82896  C1 1.095
14 H -2.37345 2.03408 0.24262  C1 1.033
15 H -0.55768 1.63099 2.85682  O3 0.995
16 H -2.53000 -1.17465 2.30659  C4 1.079
17 H -3.54021 -1.47492 0.02383  C5 1.064
18 H -2.55259 -1.73691 -1.78289  C6 1.121
19 H -0.22430 -1.00494 -2.48102  C7 1.113
20 H 0.10542 -0.60711 0.62101  C8 1.128
21 H 2.33314 -1.51493 -0.68800  C9 1.129
22 H 2.05336 1.32961 -1.85620  C10 1.111
23 H 2.08453 -0.26971 -2.67116  C10 1.113
24 H 3.51016 0.27460 -1.92914  C10 1.120
25 H 3.43945 -0.36982 0.97133  C11 1.146
26 H 1.71250 0.00614 1.54169  C11 1.088
27 H 2.57777 1.22471 0.72651  C11 1.110

Properties
Gap between HOMO and LUMO = 8.30 eV
2S+1 = 1
SMILES = C\C(O)=C/C=C\C=C\C(C)C
LUMO = 0.72 eV
Energy relative to the best compared isomer or geometry (same formula, charge and spin) = 358.6 kJ/mol
Calculated total energy = -12674.0080 eV

natural (NBO) population analysis, charges in e, atoms 1 to 5: number 1, C, carries -0.703; number 2, C, carries 0.376; number 3, O, carries -0.679; number 4, C, carries -0.372; number 5, C, carries -0.197

=====

ORCA calculation (ωB97M-V with the def2-TZVPD basis set) on one molecule with the formula C10H16O at a distorted geometry.

Each atom is followed by the atoms it is bonded to, with distances in Å.
Positions of all 27 atoms, in Å:
1 C 1.83870 -1.96166 -0.36571  C2 1.532, H12 1.105, H13 1.099, H14 1.093
2 C 0.84495 -0.98581 0.27196  C1 1.532, C3 1.357, C9 1.514
3 C -0.22514 -1.31712 1.03791  C2 1.357, C4 1.512, H15 1.110
4 C -0.94928 -0.08053 1.51906  C3 1.512, C5 1.531, H16 1.096, H17 1.109
5 C -0.43794 1.00251 0.56564  C4 1.531, C6 1.552, C9 1.586, H18 1.101
6 C -1.43751 1.24747 -0.59576  C5 1.552, C7 1.535, H19 1.099, H20 1.089
7 C -1.85033 -0.05750 -1.29040  C6 1.535, O8 1.190, H21 1.141
8 O -2.90114 -0.57605 -1.08345  C7 1.190
9 C 1.01699 0.51432 0.16461  C2 1.514, C5 1.586, C10 1.502, C11 1.547
10 C 1.99917 0.99640 1.19360  C9 1.502, H22 1.108, H23 1.105, H24 1.113
11 C 1.46237 0.98453 -1.24019  C9 1.547, H25 1.110, H26 1.107, H27 1.104
12 H 1.80588 -1.84978 -1.46406  C1 1.105
13 H 2.83850 -1.74734 0.03785  C1 1.099
14 H 1.57373 -2.97372 -0.04820  C1 1.093
15 H -0.52082 -2.34831 1.32271  C3 1.110
16 H -2.03791 -0.20523 1.51379  C4 1.096
17 H -0.76215 0.14799 2.58852  C4 1.109
18 H -0.34554 1.97075 1.08237  C5 1.101
19 H -2.32827 1.68435 -0.12270  C6 1.099
20 H -1.00395 1.95208 -1.30354  C6 1.089
21 H -1.21265 -0.64891 -2.02920  C7 1.141
22 H 2.09243 2.09844 1.13022  C10 1.108
23 H 2.97583 0.52063 0.99172  C10 1.105
24 H 1.69534 0.71119 2.22520  C10 1.113
25 H 1.52546 2.08977 -1.32767  C11 1.110
26 H 0.86078 0.54540 -2.05874  C11 1.107
27 H 2.48049 0.60541 -1.43494  C11 1.104

Properties
Gap between HOMO and LUMO = 9.74 eV
2S+1 = 1
SMILES = CC1=CC[C@H](CC=O)C1(C)C
LUMO = 0.81 eV
Energy relative to the best compared isomer or geometry (same formula, charge and spin) = 133.5 kJ/mol
Calculated total energy = -12676.3413 eV

natural (NBO) population analysis, charges in e, atoms 1 to 5: number 1, C, carries -0.651; number 2, C, carries 0.046; number 3, C, carries -0.206; number 4, C, carries -0.461; number 5, C, carries -0.173

=====

Record order is preserved below.
HOMO: -8.512 -8.437 -7.580 -8.927 eV